{"formula": "C81H77BrFN3O15P", "method": "ωB97M-V/def2-TZVPD", "species": ["C", "C", "H", "C", "H", "C", "H", "C", "C", "H", "C", "H", "H", "H", "Br", "C", "C", "C", "O", "C", "C", "H", "H", "O", "H", "H", "C", "C", "H", "C", "O", "H", "C", "H", "O", "H", "C", "C", "H", "H", "C", "H", "H", "C", "C", "H", "C", "H", "O", "H", "C", "C", "O", "H", "C", "H", "C", "H", "H", "C", "C", "H", "C", "N", "H", "H", "H", "H", "H", "C", "C", "O", "H", "C", "O", "C", "C", "C", "F", "C", "N", "C", "C", "C", "C", "C", "C", "H", "C", "C", "C", "H", "C", "C", "H", "O", "C", "H", "H", "C", "C", "H", "H", "C", "C", "H", "H", "C", "C", "H", "H", "C", "H", "H", "O", "H", "C", "O", "C", "O", "H", "H", "H", "H", "C", "H", "O", "H", "H", "O", "C", "H", "C", "H", "H", "H", "H", "H", "H", "P", "C", "H", "H", "H", "H", "C", "C", "N", "C", "C", "C", "H", "C", "C", "C", "H", "H", "C", "H", "C", "H", "H", "H", "C", "C", "C", "C", "O", "C", "C", "C", "H", "H", "H", "C", "H", "C", "H", "C"], "coordinates": [[1.801, -2.287, 3.246], [-7.933, -4.940, -8.514], [2.520, -0.364, -0.865], [-3.579, 4.219, -4.175], [-6.531, -1.460, -5.055], [5.052, -0.635, 4.909], [5.801, -1.571, 1.126], [-4.710, -5.449, -6.616], [7.278, -4.170, 5.805], [4.478, 0.261, 4.684], [-9.923, 5.407, 8.176], [-4.297, 5.893, -2.804], [-4.805, 1.908, 3.793], [-8.308, 6.952, 10.742], [-2.042, 4.361, 3.855], [6.521, -2.940, 5.497], [-9.039, 3.955, 6.361], [5.246, -2.009, 0.167], [3.630, -3.880, -0.456], [-0.433, 4.088, 0.713], [1.850, 2.391, -0.730], [3.829, -1.639, -2.884], [1.870, 3.390, 1.811], [-7.476, -0.208, -3.470], [10.243, -4.383, 10.265], [4.546, -1.613, 3.056], [5.114, -1.284, -4.578], [8.812, -5.384, 7.344], [-2.930, 2.123, -3.554], [8.181, -0.855, -8.468], [4.192, 4.299, 0.124], [-8.760, -4.233, -8.561], [-5.665, 2.312, 4.323], [4.800, 2.104, -2.499], [7.244, -1.024, 8.458], [0.117, 1.184, -2.758], [-5.477, 3.065, 5.484], [-6.583, 3.592, 6.165], [0.073, -1.878, 1.818], [1.932, 3.532, -0.960], [9.809, -2.861, -7.409], [-5.009, -7.487, -8.366], [9.575, -0.806, -10.111], [8.066, -4.235, 7.054], [7.272, -1.951, 7.657], [-6.363, 5.882, 9.645], [-1.339, 1.951, 1.689], [8.793, -6.237, 6.668], [3.747, -3.349, 1.993], [-2.651, 6.599, -0.363], [-7.869, 3.371, 5.676], [6.649, -0.999, -6.514], [-5.249, 4.532, 7.854], [7.254, -4.216, -3.206], [8.870, -3.207, 9.091], [-4.729, -1.177, -3.381], [-6.954, 2.075, 3.846], [-2.709, 4.736, 1.042], [-1.116, 3.001, -2.034], [-7.359, 5.747, 9.229], [-6.964, 0.296, -0.957], [-8.778, -6.239, -10.013], [-6.854, -3.518, -6.780], [-0.147, 2.629, 1.067], [7.550, -0.074, -8.889], [-10.586, 6.670, 9.793], [-7.101, 1.482, 2.946], [-3.844, 2.139, -5.201], [8.899, -2.361, 9.776], [-5.746, -2.209, -4.976], [0.936, 2.733, 2.162], [-5.248, 0.783, -2.984], [5.193, -3.526, -2.019], [10.142, -2.260, -8.624], [-3.041, 1.784, 3.515], [-7.545, 4.976, 8.073], [5.497, -3.004, -2.924], [-1.810, 5.835, -0.730], [2.936, -0.419, 1.657], [9.323, -1.265, -9.158], [1.489, -0.513, -0.833], [5.088, -1.689, 3.996], [-6.889, -6.980, -9.283], [-4.730, -2.048, -4.032], [-4.732, -4.279, -5.716], [-5.753, -3.333, -5.812], [9.626, -4.346, 9.369], [10.172, -6.329, 8.723], [-3.719, -4.118, -4.763], [-3.723, -3.006, -3.919], [-6.376, 4.376, 7.399], [-0.792, 6.391, -0.577], [2.292, -3.477, 2.183], [-2.088, 5.595, -2.327], [-4.027, 4.295, -1.832], [-10.172, 3.751, 5.939], [-5.827, -6.770, -8.403], [0.906, 1.095, 3.747], [1.386, -1.539, -0.568], [-1.938, 4.440, 0.186], [8.654, -2.463, -6.724], [-1.216, 5.003, -2.887], [-6.156, 2.292, -4.267], [6.659, -3.392, -3.595], [-3.856, 2.599, -4.100], [-2.080, 6.677, -2.833], [4.507, -0.463, -4.955], [-5.820, -5.644, -7.569], [4.133, 3.068, -0.422], [-2.939, -2.887, -3.175], [-0.263, -0.265, 0.393], [-5.311, 2.194, -3.437], [11.037, -2.573, -9.157], [4.698, -1.069, -0.322], [7.260, -5.120, 5.033], [-6.954, 1.383, -0.506], [1.499, 0.036, 1.771], [-7.748, -2.686, -6.868], [5.817, -2.843, 4.290], [3.117, 2.038, -0.055], [-6.170, -0.363, -0.402], [2.690, -1.778, 3.812], [0.554, 3.343, 3.115], [1.170, -2.873, 4.073], [7.049, -2.726, -4.764], [5.862, 3.621, -1.851], [8.995, -4.020, -4.998], [5.728, 0.102, 6.816], [1.666, -3.333, 1.178], [5.972, -0.073, -6.946], [4.730, -1.946, -3.411], [6.004, -2.389, -0.646], [-7.945, -6.070, -9.334], [0.012, -0.864, 3.407], [-2.927, -4.859, -4.672], [-4.468, 3.243, 5.852], [0.264, 4.546, -0.109], [-2.536, 4.356, -4.728], [6.058, 1.896, -1.099], [-0.692, 1.685, -1.635], [4.112, -3.166, 0.579], [-2.183, 1.784, 0.857], [-8.014, -0.237, -0.849], [-4.398, 4.675, -4.876], [-1.136, 0.830, 2.059], [-6.576, 0.290, -2.577], [-8.827, 4.795, 7.557], [-1.890, 0.623, -1.463], [-8.455, 6.350, 9.848], [6.501, -1.878, 6.400], [-8.056, 2.603, 4.519], [-5.615, 2.865, -2.514], [5.757, -0.727, 6.110], [-2.098, 2.602, 2.950], [8.286, -3.133, -5.459], [2.059, -4.559, 2.566], [-2.795, 1.118, -1.624], [9.590, -5.437, 8.501], [-6.895, -7.857, -9.927], [0.479, 1.835, -0.081], [-10.926, 5.281, 7.771], [-0.207, 4.774, 1.666], [10.450, -3.641, -7.001], [0.734, -1.225, 2.560], [0.812, 0.248, 0.291], [-9.734, 6.189, 9.317], [-3.567, 4.957, -2.680], [-3.784, -6.250, -6.568], [1.502, 1.335, 2.741], [-6.865, -4.723, -7.633], [5.272, 2.648, -1.554], [-9.059, 2.417, 4.138], [5.838, -3.662, 3.573], [-2.469, 3.606, -0.439], [6.271, -1.682, -5.261], [2.623, 1.526, 3.105], [7.849, -1.451, -7.246], [1.945, 1.879, -1.808], [8.083, -3.153, 7.934]], "charge": 1}

{"formula": "C82H118F14N19O28S14", "method": "ωB97M-V/def2-TZVPD", "species": ["H", "H", "H", "F", "H", "C", "H", "H", "H", "F", "C", "C", "C", "C", "H", "C", "H", "H", "H", "N", "H", "O", "O", "H", "C", "H", "H", "N", "C", "C", "O", "C", "H", "C", "O", "S", "F", "N", "S", "H", "C", "H", "F", "C", "S", "H", "H", "F", "N", "H", "H", "N", "N", "O", "H", "H", "C", "N", "H", "C", "F", "H", "H", "H", "C", "C", "H", "H", "C", "H", "C", "H", "C", "C", "H", "H", "H", "O", "N", "H", "H", "N", "H", "H", "H", "H", "H", "F", "S", "C", "H", "H", "C", "H", "S", "C", "H", "H", "H", "C", "C", "H", "C", "H", "H", "S", "S", "H", "F", "C", "C", "H", "C", "S", "C", "H", "C", "H", "C", "H", "C", "N", "C", "N", "O", "O", "C", "H", "H", "F", "O", "H", "H", "H", "H", "H", "F", "O", "H", "S", "H", "C", "H", "H", "N", "C", "N", "C", "N", "H", "S", "H", "H", "N", "C", "H", "O", "H", "O", "F", "N", "H", "H", "C", "C", "H", "H", "H", "O", "C", "C", "O", "O", "H", "H", "O", "H", "S", "O", "C", "H", "O", "H", "H", "C", "C", "O", "C", "C", "C", "H", "C", "C", "H", "C", "H", "H", "C", "H", "H", "H", "S", "H", "C", "C", "H", "C", "H", "O", "C", "C", "H", "H", "C", "H", "C", "H", "H", "C", "C", "H", "C", "C", "N", "O", "N", "S", "C", "H", "F", "H", "F", "H", "O", "H", "N", "O", "F", "C", "O", "H", "C", "H", "C", "C", "H", "H", "H", "C", "C", "O", "H", "C", "C", "H", "H", "H", "C", "C", "C", "H", "O", "H", "H", "H", "H", "C", "S", "C", "C", "H", "C", "C", "O", "O"], "coordinates": [[-30.453, 3.303, 13.305], [-24.613, 1.831, 15.772], [-19.958, 2.786, 10.398], [-26.442, 0.654, 19.820], [-31.371, -3.186, 13.416], [-30.962, -1.203, 17.307], [-26.145, 0.383, 16.578], [-31.256, 1.547, 14.629], [-17.401, 0.339, 10.091], [-34.823, 0.316, 17.272], [-20.469, -0.564, 12.203], [-34.771, 0.618, 14.096], [-32.356, 4.670, 18.161], [-32.740, -0.670, 13.663], [-27.629, 3.846, 27.769], [-35.889, -1.882, 24.361], [-33.858, -7.403, 22.306], [-31.913, 4.281, 13.460], [-31.427, -2.135, 16.972], [-26.801, -1.399, 20.941], [-32.772, -0.113, 17.061], [-38.491, 10.465, 19.021], [-28.691, -1.874, 22.540], [-35.398, 3.841, 14.673], [-23.673, -4.324, 17.350], [-33.357, -5.152, 23.994], [-31.846, -0.915, 21.489], [-26.684, 2.614, 14.771], [-31.903, -7.830, 23.117], [-18.151, 1.053, 9.826], [-31.358, -3.874, 18.686], [-32.286, 13.585, 16.758], [-29.429, 1.891, 18.909], [-35.539, -2.836, 23.255], [-27.477, 2.595, 12.278], [-26.584, 2.041, 13.245], [-30.616, -5.978, 19.924], [-28.789, 1.996, 23.248], [-29.728, 7.377, 17.595], [-33.439, -2.873, 23.685], [-25.434, -4.208, 19.081], [-29.274, 0.006, 25.875], [-32.601, -3.022, 15.927], [-33.798, 9.777, 15.986], [-27.832, 2.697, 15.827], [-31.968, -5.362, 22.930], [-36.041, 4.739, 13.256], [-26.801, 2.368, 17.119], [-18.281, -1.363, 15.570], [-30.893, 3.961, 14.953], [-28.676, -1.757, 12.927], [-32.792, 12.228, 16.539], [-29.711, 6.273, 18.567], [-37.098, 4.746, 19.681], [-33.153, -1.724, 18.919], [-25.788, -3.470, 19.795], [-34.320, 6.460, 14.162], [-35.436, 6.014, 14.758], [-36.311, 0.495, 11.078], [-32.826, 1.803, 13.052], [-36.209, 2.348, 16.134], [-35.220, -1.948, 25.218], [-33.824, 1.271, 18.899], [-30.884, 11.410, 16.343], [-34.301, 8.437, 15.569], [-31.954, 11.188, 16.257], [-29.922, 0.283, 23.526], [-20.942, -0.141, 17.154], [-34.139, 0.243, 11.715], [-34.064, -3.802, 19.659], [-23.030, 1.276, 14.350], [-31.108, -1.765, 20.156], [-29.293, 2.092, 21.825], [-27.545, 1.740, 27.344], [-34.760, 1.636, 14.516], [-36.227, -0.787, 13.236], [-35.616, 1.847, 11.890], [-26.775, -3.407, 22.400], [-19.320, 0.854, 10.733], [-29.660, 1.097, 21.562], [-28.481, 2.337, 21.160], [-33.627, 4.560, 18.556], [-17.761, 2.036, 10.097], [-26.610, 3.711, 30.002], [-35.287, 5.844, 18.365], [-32.937, 8.014, 13.943], [-36.940, 0.775, 13.533], [-28.108, -5.541, 16.433], [-37.079, 10.346, 19.090], [-34.609, 10.853, 16.082], [-25.987, -1.406, 16.253], [-36.776, 6.206, 16.256], [-28.872, -2.484, 17.649], [-30.570, 3.793, 17.586], [-27.580, -2.430, 21.847], [-26.800, 2.825, 29.418], [-20.184, -3.989, 15.499], [-34.751, -5.098, 21.882], [-27.555, 3.680, 23.061], [-26.057, -0.400, 15.811], [-36.044, 0.280, 13.181], [-33.680, 6.547, 18.723], [-21.118, 1.720, 11.982], [-28.961, -2.923, 16.643], [-36.215, -2.681, 22.413], [-37.761, 2.444, 16.857], [-29.737, -5.633, 16.041], [-28.146, -0.214, 18.624], [-29.918, 8.728, 18.579], [-20.297, -0.827, 16.641], [-30.733, -2.291, 13.407], [-18.847, -1.124, 10.878], [-33.030, -5.591, 23.036], [-28.775, 5.587, 19.698], [-27.550, 2.791, 25.069], [-31.616, -3.099, 22.556], [-22.546, -3.856, 16.687], [-36.884, -1.918, 24.780], [-35.572, 0.754, 11.836], [-33.497, 0.718, 10.977], [-19.918, -2.984, 15.718], [-33.461, -3.433, 21.682], [-19.051, -0.453, 16.206], [-24.788, -0.131, 15.042], [-34.483, -3.500, 14.454], [-28.254, 4.029, 15.997], [-32.075, 2.319, 18.195], [-32.956, 14.094, 17.454], [-24.930, -1.996, 14.209], [-35.888, 9.278, 22.401], [-34.351, -4.588, 16.728], [-34.171, -0.834, 11.519], [-31.265, -7.532, 22.279], [-32.678, 2.391, 15.114], [-35.942, 8.492, 16.996], [-35.676, -3.847, 23.619], [-29.957, 5.437, 20.891], [-28.705, 1.564, 15.902], [-18.426, 0.973, 8.764], [-36.294, 8.280, 21.138], [-30.075, 2.851, 21.720], [-31.992, 2.267, 14.279], [-16.990, 0.186, 15.185], [-22.150, -4.300, 15.797], [-34.570, -2.066, 16.623], [-36.014, 4.679, 14.339], [-30.211, -5.809, 17.586], [-22.433, 0.271, 13.517], [-36.364, 9.366, 19.948], [-31.670, 9.133, 15.996], [-35.807, -1.177, 17.129], [-33.954, -0.909, 20.222], [-34.735, 12.986, 16.633], [-33.552, 0.505, 13.133], [-20.711, -2.151, 16.477], [-33.947, 5.851, 13.373], [-26.267, 0.742, 22.159], [-33.866, -1.547, 22.589], [-28.539, 4.248, 19.371], [-28.278, -3.260, 20.591], [-24.176, -3.700, 18.433], [-35.202, 3.380, 19.057], [-24.310, -5.131, 16.989], [-29.252, 0.983, 24.005], [-33.747, 7.654, 14.563], [-33.579, 2.551, 12.803], [-31.315, 13.545, 17.233], [-27.440, -0.396, 27.525], [-26.281, 0.634, 13.168], [-33.440, 2.210, 18.494], [-27.332, 2.869, 28.131], [-29.755, -6.747, 15.257], [-36.719, -0.714, 16.161], [-37.003, 4.571, 14.768], [-35.753, -0.841, 24.029], [-29.880, -4.329, 15.516], [-24.068, -2.084, 19.709], [-34.265, -3.393, 15.884], [-27.823, 6.347, 20.378], [-24.156, 1.075, 15.119], [-31.491, -3.865, 20.938], [-36.235, -1.509, 18.463], [-26.792, 3.435, 25.468], [-27.068, 1.446, 31.943], [-33.676, -4.935, 21.831], [-33.270, -1.730, 19.999], [-30.914, 7.231, 16.729], [-19.495, -0.353, 11.310], [-31.507, -1.088, 12.823], [-27.930, 2.908, 23.733], [-26.753, -0.442, 29.929], [-34.119, -2.976, 20.366], [-18.694, -2.630, 15.237], [-29.563, -2.597, 11.663], [-21.965, -2.705, 17.136], [-31.332, -7.540, 23.995], [-34.512, -0.101, 14.870], [-33.243, -7.059, 23.145], [-25.223, -5.072, 19.723], [-35.106, -2.665, 20.686], [-20.611, -1.556, 12.646], [-38.027, 4.737, 18.565], [-33.338, -5.413, 20.888], [-34.361, 5.734, 18.934], [-32.404, 9.922, 16.061], [-30.637, -2.045, 14.472], [-28.836, 0.826, 25.316], [-18.555, 0.499, 16.353], [-39.430, 4.835, 18.774], [-31.247, 1.076, 18.022], [-31.741, -0.057, 17.421], [-16.556, -1.296, 14.246], [-25.567, 0.616, 31.602], [-34.172, 3.334, 18.698], [-32.173, 14.276, 15.881], [-27.305, 0.551, 28.037], [-31.968, -8.931, 23.146], [-22.826, -1.771, 12.915], [-23.609, -2.605, 18.880], [-32.006, -3.110, 21.545], [-31.975, 5.683, 18.067], [-31.540, 3.581, 18.015], [-31.984, -1.793, 20.834], [-29.709, -1.276, 17.762], [-37.597, 1.391, 17.756], [-37.556, 3.863, 17.289], [-25.910, -0.243, 21.147], [-27.966, 1.742, 25.910], [-21.872, 2.488, 12.147], [-25.105, 2.811, 12.968], [-31.833, -1.424, 11.841], [-37.683, 6.145, 17.967], [-25.518, 2.393, 31.669], [-38.611, 2.324, 15.738], [-22.152, -1.186, 18.708], [-26.586, 1.635, 29.993], [-37.454, 7.636, 21.566], [-36.722, 11.794, 19.864], [-34.115, 12.107, 16.438], [-35.129, 7.531, 20.984], [-26.914, -0.327, 15.134], [-16.884, -0.904, 15.232], [-28.955, -3.492, 13.036], [-26.124, 1.544, 31.399], [-29.880, 1.005, 18.471], [-34.704, 5.664, 19.974], [-32.163, 1.717, 12.162], [-17.941, -3.296, 14.754], [-34.054, -2.587, 22.824], [-21.366, 0.466, 12.560], [-28.561, 7.778, 16.909], [-35.675, 10.762, 16.115], [-20.131, 1.893, 11.019], [-26.885, 0.489, 29.360], [-32.424, -0.400, 14.677], [-33.798, -7.259, 24.064], [-29.318, -3.217, 18.319], [-35.944, 6.714, 15.803], [-24.335, -1.094, 14.195], [-29.408, -2.550, 12.756], [-16.244, -1.133, 16.105], [-36.382, 10.380, 17.788], [-27.887, -2.272, 18.018], [-33.447, -1.514, 13.684], [-26.138, -4.517, 18.315], [-30.767, -0.296, 12.603], [-22.544, -2.082, 18.232], [-31.284, -5.335, 18.464], [-29.181, -0.173, 18.347], [-23.196, -0.938, 13.501], [-22.586, 2.276, 14.358], [-35.414, 7.893, 16.229], [-31.276, 3.579, 14.009], [-32.570, -5.945, 18.437], [-24.498, -0.512, 20.964]], "charge": 5}

Number 1: frontier orbital gap 6.59 eV. Number 2: frontier orbital gap 2.87 eV.